14
Properties=species:S:1:pos:R:3:lowdin_charge:R:1 method="wB97M-V/def2-TZVPD" homo_lumo_gap_ev=11.0477 smiles=CC1OCCO1 energy_ev=-8372.10768 spin_multiplicity=1
C 2.08195 0.01226 -0.17414 -0.005
C 0.68524 -0.03604 0.39112 -0.451
O -0.03078 -1.10920 -0.16908 -0.066
C -1.38470 -0.76094 0.04421 -0.165
C -1.38876 0.76246 -0.15322 -0.153
O -0.03036 1.13527 0.04682 -0.072
H 2.61328 0.88899 0.21187 0.088
H 2.62795 -0.89800 0.09495 0.087
H 2.01766 0.07963 -1.26417 0.092
H 0.69278 -0.13351 1.49468 0.157
H -1.69968 -1.02902 1.06731 0.124
H -2.00160 -1.31117 -0.66895 0.126
H -2.04253 1.27837 0.56164 0.120
H -1.68112 1.04983 -1.16697 0.119